Entry 1:
{
  "formula": "C3H4BNO2",
  "method": "the ωB97M-V functional and the def2-TZVPD basis",
  "symbols": ["C", "C", "C", "N", "B", "O", "O", "H", "H", "H", "H"],
  "coordinates": [[0.690621, 0.941618, -1.365845], [0.577298, 0.293862, -0.211625], [1.609340, 0.253911, 0.677949], [2.619797, 0.164035, 1.204800], [-0.774448, -0.435053, 0.292849], [-1.413039, -1.188139, -0.651966], [-1.075978, -0.231946, 1.572504], [1.718817, 1.331949, -1.553336], [-0.255251, 0.923232, -1.942873], [-2.276810, -1.518344, -0.425468], [-1.420348, -0.535123, 2.403011]],
  "forces_ev_per_a": [[0.166, -0.401, 0.225], [-3.519, -0.467, -0.514], [2.314, -0.099, 0.546], [0.751, -0.031, 1.075], [0.813, -0.071, -0.937], [0.214, 0.417, -0.005], [0.137, 0.747, 0.761], [-1.390, 0.202, -0.694], [1.316, 0.472, -0.425], [-0.429, -0.247, 0.273], [-0.372, -0.522, -0.306]],
  "mulliken_charge": [-0.743, 0.358, 0.088, -0.439, 0.516, -0.504, -0.508, 0.315, 0.276, 0.304, 0.337],
  "de_lowest_kj_mol": 19.0,
  "smiles": "C=C(C#N)B(O)O",
  "multiplicity": 1,
  "total_energy_ha": -346.85442
}

---

Entry 2:
{
  "formula": "C3H6O3",
  "method": "the ωB97M-V functional and the def2-TZVPD basis",
  "symbols": ["C", "C", "O", "H", "H", "H", "H", "O", "C", "O", "H", "H"],
  "coordinates": [[-1.251167, -1.576486, 0.055459], [0.002123, -1.278557, -0.257789], [0.308830, -0.453908, -1.311773], [-2.081974, -1.171896, -0.514368], [-1.466421, -2.238100, 0.885266], [0.857291, -1.656379, 0.300653], [1.176200, -0.049500, -1.122336], [1.752809, 1.276793, 0.186292], [0.779517, 1.842009, 0.641411], [-0.444231, 1.801488, 0.139829], [0.812300, 2.457588, 1.550214], [-0.444090, 1.159248, -0.607685]],
  "forces_ev_per_a": [[0.099, -0.014, -0.052], [-0.170, -0.141, 0.154], [0.074, -0.012, 0.042], [0.095, -0.050, 0.057], [0.072, 0.057, -0.122], [-0.136, 0.041, -0.094], [-0.147, -0.045, -0.068], [-0.385, 0.290, 0.260], [0.374, -0.123, -0.042], [0.112, -0.079, -0.120], [0.016, -0.007, -0.126], [-0.006, 0.084, 0.111]],
  "mulliken_charge": [-0.535, -0.036, -0.624, 0.235, 0.248, 0.287, 0.395, -0.562, 0.221, -0.416, 0.362, 0.424],
  "de_lowest_kj_mol": 108.9,
  "smiles": "C=CO.O=CO",
  "multiplicity": 1,
  "total_energy_ha": -343.61306
}

---

Entry 3:
{
  "formula": "H2INO2S",
  "method": "the ωB97M-V functional and the def2-TZVPD basis",
  "symbols": ["N", "S", "O", "O", "I", "H", "H"],
  "coordinates": [[0.981162, -0.647525, -0.040824], [-0.503390, 0.287351, -0.038072], [-0.465705, 1.017879, -1.243732], [-0.519625, 0.973762, 1.187725], [-2.265404, -1.316761, -0.020802], [1.491279, -0.080536, -0.659390], [1.281683, -0.234167, 0.815096]],
  "forces_ev_per_a": [[-2.593, 0.255, 0.815], [1.870, -1.406, -0.762], [-0.666, 0.508, -1.460], [-0.519, 0.715, 1.868], [-0.007, -0.109, -0.092], [1.071, 0.537, -1.904], [0.844, -0.499, 1.536]],
  "mulliken_charge": [-0.539, 0.794, -0.497, -0.496, 0.137, 0.294, 0.306],
  "de_lowest_kj_mol": 23.6,
  "smiles": "NS(=O)(=O)I",
  "multiplicity": 1,
  "total_energy_ha": -902.28186
}

---

Number 1: HOMO-LUMO gap 10.20 eV. Number 2: HOMO-LUMO gap 10.35 eV. Number 3: HOMO-LUMO gap 9.53 eV.